Entry w
A 2-piece molecular cluster, N2 overall. Source: the Open Molecules 2025 dataset; level of theory: ωB97M-V/def2-TZVPD.

CARTESIAN COORDINATES (ANGSTROEM)
N1 0.000 0.000 0.964
N2 0.000 0.000 -0.964

Summary:
Molecular weight ... 28.01 g mol⁻¹
HOMO-LUMO gap ... 8.013 eV
Spin multiplicity ... 1
E_HOMO ... -11.41 eV
LUMO level ... -0.125 Ha

What are the natural (NBO) partial charges on each atom? They are as follows, in elementary charge units:
1. N 0.000
2. N 0.000

***

Entry x
One molecule with the formula N2. Source: the Open Molecules 2025 dataset; level of theory: ωB97M-V/def2-TZVPD.

CARTESIAN COORDINATES (ANGSTROEM)
N1 0.000 0.000 0.772
N2 0.000 0.000 -0.772

Summary:
Molecular weight ... 28.01 g mol⁻¹
HOMO-LUMO gap ... 10.846 eV
Spin multiplicity ... 1
Structure (SMILES) ... N#N
E_HOMO ... -12.69 eV
LUMO level ... -0.068 Ha

What are the natural (NBO) partial charges on each atom? They are as follows, in elementary charge units:
1. N 0.000
2. N 0.000

***

Name the most stable of them. entry x.

***

Entry w
An isolated ion of composition C3H6NO and charge +1. Source: the Open Molecules 2025 dataset; level of theory: ωB97M-V/def2-TZVPD.

CARTESIAN COORDINATES (ANGSTROEM)
C1 -0.232 0.068 -0.172
C2 0.593 1.305 -0.330
C3 0.226 -1.275 0.439
N1 -1.451 0.046 -0.306
O1 -2.689 -0.174 -0.370
H1 1.497 1.103 -1.028
H2 0.061 2.167 -0.643
H3 1.032 1.510 0.641
H4 1.208 -1.548 0.155
H5 -0.448 -2.203 0.184
H6 0.203 -1.000 1.430

Summary:
Net charge ... +1
Molecular weight ... 72.09 g mol⁻¹
HOMO-LUMO gap ... 9.042 eV
Spin multiplicity ... 1
Structure (SMILES) ... CC(C)=[N+]=O
E_HOMO ... -16.84 eV
LUMO level ... -0.287 Ha

Here are the natural (NBO) charges for atoms 1 to 2, given in e:
1. C 0.282
2. C -0.651

***

Entry x
An isolated ion of composition C3H6NO and charge +1. Source: the Open Molecules 2025 dataset; level of theory: ωB97M-V/def2-TZVPD.

CARTESIAN COORDINATES (ANGSTROEM)
C1 -1.080 -0.984 0.242
C2 -1.557 0.513 0.385
C3 -0.253 0.263 -0.111
N1 1.119 0.793 0.017
O1 -1.259 0.869 -0.935
H1 -0.915 -1.719 1.125
H2 -1.579 -1.651 -0.509
H3 -2.083 1.245 1.054
H4 1.271 1.412 0.751
H5 1.488 1.310 -0.869
H6 1.752 -0.008 0.211

Summary:
Net charge ... +1
Molecular weight ... 72.09 g mol⁻¹
HOMO-LUMO gap ... 10.100 eV
Spin multiplicity ... 1
Structure (SMILES) ... [NH3+][C@@]12C[C@@H]1O2
E_HOMO ... -14.33 eV
LUMO level ... -0.155 Ha

Here are the natural (NBO) charges for atoms 1 to 2, given in e:
1. C -0.408
2. C 0.078

***

Name the most stable of them. entry x.

***

Entry w
An isolated ion of composition C5H12NS2 and charge +1. Source: the Open Molecules 2025 dataset; level of theory: ωB97M-V/def2-TZVPD.

CARTESIAN COORDINATES (ANGSTROEM)
C1 1.605 0.168 -0.046
C2 -0.519 -1.911 0.994
C3 -1.388 1.874 -1.085
C4 -0.588 -1.290 -0.327
C5 -0.878 1.203 0.207
N1 -0.056 0.080 -0.340
S1 2.051 1.664 0.670
S2 2.553 -1.187 -0.485
H1 -0.922 -2.950 0.859
H2 0.490 -2.078 1.176
H3 -1.196 -1.514 1.798
H4 -2.134 2.716 -0.768
H5 -0.573 2.196 -1.790
H6 -1.930 1.039 -1.579
H7 -1.544 -1.365 -0.752
H8 0.117 -1.825 -0.905
H9 -1.688 0.669 0.665
H10 -0.437 1.819 0.986
H11 3.326 1.315 0.709
H12 3.712 -0.623 0.014

Summary:
Net charge ... +1
Molecular weight ... 150.29 g mol⁻¹
HOMO-LUMO gap (spin up / spin down) ... 8.199 / 8.198 eV
Spin multiplicity ... 1
E_HOMO (spin up / spin down) ... -13.51 / -13.51 eV
LUMO level (spin up / spin down) ... -0.195 / -0.195 Ha

Here are the natural (NBO) charges for atoms 1 to 2, given in e:
1. C -0.097
2. C -0.635

***

Entry x
An isolated ion of composition C5H12NS2 and charge +1. Source: the Open Molecules 2025 dataset; level of theory: ωB97M-V/def2-TZVPD.

CARTESIAN COORDINATES (ANGSTROEM)
C1 0.652 1.005 -0.394
C2 1.576 -0.002 0.646
C3 -0.287 -1.325 -0.130
C4 0.262 2.258 0.365
C5 -1.508 -2.196 -0.026
N1 -0.620 0.128 -0.548
S1 0.633 -1.134 1.490
S2 2.883 -0.784 -0.477
H1 1.089 1.115 -1.342
H2 2.038 0.638 1.366
H3 0.609 -1.776 -0.660
H4 1.011 2.982 0.490
H5 -0.121 1.958 1.357
H6 -0.475 2.833 -0.056
H7 -2.073 -2.074 -0.942
H8 -2.182 -2.067 0.723
H9 -1.271 -3.293 0.104
H10 -1.405 0.522 -0.008
H11 -0.973 0.137 -1.588
H12 2.245 -1.941 -0.557

Summary:
Net charge ... +1
Molecular weight ... 150.29 g mol⁻¹
HOMO-LUMO gap ... 9.633 eV
Spin multiplicity ... 1
Structure (SMILES) ... C[C@@H]1[NH2+][C@H](C)S[C@H]1S
E_HOMO ... -12.94 eV
LUMO level ... -0.122 Ha

Here are the natural (NBO) charges for atoms 1 to 2, given in e:
1. C -0.010
2. C -0.538

***

Entry y
An isolated ion of composition C5H12NS2 and charge +1. Source: the Open Molecules 2025 dataset; level of theory: ωB97M-V/def2-TZVPD.

CARTESIAN COORDINATES (ANGSTROEM)
C1 0.069 0.165 0.155
C2 -0.234 -1.203 -0.411
C3 0.047 0.293 1.687
C4 -0.503 -2.595 0.629
C5 0.739 2.405 -0.534
N1 -0.312 1.313 -0.673
S1 1.511 -0.573 -0.547
S2 -1.121 -1.235 -1.960
H1 0.720 1.045 2.130
H2 0.532 -0.745 2.034
H3 -0.947 0.454 1.969
H4 0.269 -2.800 1.337
H5 -0.720 -3.305 -0.177
H6 -1.425 -2.339 1.131
H7 1.670 2.066 -1.155
H8 0.515 3.370 -1.084
H9 0.843 2.492 0.515
H10 -0.279 1.021 -1.682
H11 -1.202 1.796 -0.538
H12 -0.174 -1.626 -2.827

Summary:
Net charge ... +1
Molecular weight ... 150.29 g mol⁻¹
HOMO-LUMO gap ... 10.129 eV
Spin multiplicity ... 1
Structure (SMILES) ... C[NH2+][C@]1(C)S[C@]1(C)S
E_HOMO ... -13.31 eV
LUMO level ... -0.117 Ha

Here are the natural (NBO) charges for atoms 1 to 2, given in e:
1. C -0.053
2. C -0.256

***

Name the most stable of them. entry x.

***

Entry w
One molecule with the formula C4H3I. Source: the Open Molecules 2025 dataset; level of theory: ωB97M-V/def2-TZVPD.

CARTESIAN COORDINATES (ANGSTROEM)
C1 -0.233 -0.308 -0.098
C2 0.656 0.683 0.056
C3 -1.087 -1.312 0.034
C4 0.699 2.031 0.062
I1 2.713 -0.313 0.060
H1 -1.266 -1.886 -0.731
H2 -1.562 -1.647 1.032
H3 0.080 2.752 -0.415

Summary:
Molecular weight ... 177.97 g mol⁻¹
HOMO-LUMO gap (spin up / spin down) ... 6.836 / 7.658 eV
Spin multiplicity ... 1
E_HOMO (spin up / spin down) ... -8.41 / -8.94 eV
LUMO level (spin up / spin down) ... -0.058 / -0.047 Ha

Here are the natural (NBO) charges for atoms 1 to 2, given in e:
1. C 0.140
2. C -0.316

***

Entry x
C4H3I as an isolated structure. Source: the Open Molecules 2025 dataset; level of theory: ωB97M-V/def2-TZVPD.

CARTESIAN COORDINATES (ANGSTROEM)
C1 1.029 -1.409 1.173
C2 -0.456 -1.259 1.498
C3 0.595 -0.198 0.142
C4 -0.843 -0.306 0.569
I1 -1.384 -2.164 3.130
H1 1.030 0.716 0.459
H2 0.851 -0.546 -0.879
H3 -1.581 0.539 0.658

Summary:
Molecular weight ... 177.97 g mol⁻¹
HOMO-LUMO gap (spin up / spin down) ... 7.662 / 7.663 eV
Spin multiplicity ... 1
E_HOMO (spin up / spin down) ... -9.19 / -9.19 eV
LUMO level (spin up / spin down) ... -0.056 / -0.056 Ha

Here are the natural (NBO) charges for atoms 1 to 2, given in e:
1. C 0.173
2. C -0.368

***

Name the most stable of them. entry x.

***

Entry w
C7H12O3 as an isolated structure. Source: the Open Molecules 2025 dataset; level of theory: ωB97M-V/def2-TZVPD.

CARTESIAN COORDINATES (ANGSTROEM)
C1 1.721 0.815 -0.822
C2 0.582 -0.049 -0.437
C3 -0.856 -0.649 -1.481
C4 -1.362 -1.026 -0.108
C5 -0.307 -1.888 0.550
O1 0.918 -1.168 0.256
C6 -0.769 0.386 -0.009
C7 -1.447 1.713 -0.190
O2 -1.115 2.480 -1.152
H1 2.200 0.375 -1.709
H2 1.381 1.824 -1.079
H3 2.463 0.886 -0.018
H4 -1.502 -0.068 -2.142
H5 -0.386 -1.436 -2.078
H6 -2.417 -1.210 0.106
H7 -0.410 -1.954 1.639
H8 -0.226 -2.891 0.113
H9 -2.531 1.615 0.059
H10 -0.848 1.301 1.068
O3 1.301 0.235 2.653
H11 1.816 -0.350 2.079
H12 1.795 1.058 2.703

Summary:
Molecular weight ... 144.17 g mol⁻¹
HOMO-LUMO gap ... 8.732 eV
Spin multiplicity ... 1
E_HOMO ... -8.06 eV
LUMO level ... 0.025 Ha

Here are the natural (NBO) charges for atoms 1 to 2, given in e:
1. C -0.667
2. C 0.384

***

Entry x
C7H12O3 as an isolated structure. Source: the Open Molecules 2025 dataset; level of theory: ωB97M-V/def2-TZVPD.

CARTESIAN COORDINATES (ANGSTROEM)
C1 -1.542 0.663 -0.684
C2 -1.004 -0.276 0.383
C3 -2.131 -0.907 1.195
C4 0.040 -1.338 -0.090
C5 1.056 -0.817 0.966
C6 0.068 0.305 1.336
O1 0.957 1.283 0.706
C7 1.896 0.317 0.428
O2 2.993 0.490 -0.010
H1 -0.732 1.138 -1.252
H2 -2.168 0.101 -1.392
H3 -2.163 1.452 -0.234
H4 -2.772 -1.514 0.540
H5 -1.741 -1.560 1.989
H6 -2.751 -0.129 1.663
H7 -0.269 -2.373 0.096
H8 0.369 -1.250 -1.133
H9 1.519 -1.515 1.668
H10 -0.198 0.620 2.350
O3 3.240 1.821 -2.762
H11 2.473 2.257 -2.342
H12 2.860 1.235 -3.422

Summary:
Molecular weight ... 144.17 g mol⁻¹
HOMO-LUMO gap ... 10.931 eV
Spin multiplicity ... 1
E_HOMO ... -10.32 eV
LUMO level ... 0.022 Ha

Here are the natural (NBO) charges for atoms 1 to 2, given in e:
1. C -0.607
2. C -0.070

***

Name the most stable of them. entry x.

***

Entry w
A 2-piece molecular cluster, C4H5N3S overall. Source: the Open Molecules 2025 dataset; level of theory: ωB97M-V/def2-TZVPD.

CARTESIAN COORDINATES (ANGSTROEM)
C1 0.003 2.441 0.943
C2 -1.286 0.509 0.552
C3 1.857 -1.678 -1.166
C4 -0.090 1.095 0.851
N1 0.295 3.559 0.890
N2 -1.621 -0.778 0.496
N3 1.919 -1.056 -2.178
S1 1.198 -2.739 -0.262
H1 -1.978 1.231 0.218
H2 0.830 0.583 1.107
H3 -2.632 -0.877 0.729
H4 -1.090 -1.619 0.692
H5 2.594 -0.670 -2.872

Summary:
Molecular weight ... 127.17 g mol⁻¹
HOMO-LUMO gap ... 8.573 eV
Spin multiplicity ... 1
Structure (SMILES) ... N#C/C=C/N.N=C=S
E_HOMO ... -8.50 eV
LUMO level ... 0.003 Ha

Here are the natural (NBO) charges for atoms 1 to 2, given in e:
1. C 0.250
2. C 0.113

***

Entry x
One molecule with the formula C4H5N3S. Source: the Open Molecules 2025 dataset; level of theory: ωB97M-V/def2-TZVPD.

CARTESIAN COORDINATES (ANGSTROEM)
C1 -1.178 -0.822 -0.136
C2 0.904 0.421 0.058
C3 1.726 -0.796 0.116
C4 2.444 -1.821 0.016
H1 -1.929 1.551 -0.506
H2 -1.515 1.333 1.175
H3 -0.597 -1.832 -0.354
H4 0.459 2.259 -0.472
H5 2.857 -2.726 0.156
N1 -1.163 1.361 0.139
N2 -0.481 0.295 -0.156
N3 1.332 1.601 -0.063
S1 -2.858 -0.825 0.027

Summary:
Molecular weight ... 127.17 g mol⁻¹
HOMO-LUMO gap ... 8.501 eV
Spin multiplicity ... 1
Structure (SMILES) ... [H]/N=C(/C#C)N(N)C=S
E_HOMO ... -8.68 eV
LUMO level ... -0.007 Ha

Here are the natural (NBO) charges for atoms 1 to 2, given in e:
1. C -0.067
2. C 0.307

***

Entry y
One molecule with the formula C4H5N3S. Source: the Open Molecules 2025 dataset; level of theory: ωB97M-V/def2-TZVPD.

CARTESIAN COORDINATES (ANGSTROEM)
C1 0.585 0.961 -0.208
C2 -0.007 0.309 -1.301
C3 -0.753 -1.344 0.050
C4 -0.168 -0.711 1.139
H1 1.478 2.584 0.492
H2 1.057 2.744 -1.120
H3 0.079 0.737 -2.298
H4 -1.506 -3.053 1.461
H5 -0.245 -1.114 2.137
N1 1.302 2.131 -0.355
N2 -0.667 -0.818 -1.170
N3 0.490 0.450 1.018
S1 -1.645 -2.876 0.156

Summary:
Molecular weight ... 127.17 g mol⁻¹
HOMO-LUMO gap ... 8.757 eV
Spin multiplicity ... 1
Structure (SMILES) ... Nc1cnc(S)cn1
E_HOMO ... -8.17 eV
LUMO level ... 0.021 Ha

Here are the natural (NBO) charges for atoms 1 to 2, given in e:
1. C 0.319
2. C -0.028

***

Name the most stable of them. entry y.